ORCA calculation (ωB97M-V with the def2-TZVPD basis set) on a molecular structure, C20H28BIrN9.

## Properties
Net charge: +1
E_LUMO (eV): -4.57
Frontier orbital gap (eV): 7.709
2S+1: 1
HOMO (eV): -12.3

Geometry as XYZ:
```
59
Properties=species:S:1:pos:R:3:nbo_charge:R:1
Ir 0.024 -0.074 0.183 1.26
C -0.954 2.056 2.098 -0.62
C -0.244 3.253 1.482 -0.27
C 0.697 3.898 2.506 -0.59
C 0.493 2.959 0.205 0.21
C 1.126 3.910 -0.598 -0.32
C 1.616 3.223 -1.689 0.04
N 1.294 1.934 -1.553 -0.30
N 0.615 1.763 -0.395 -0.29
B 1.499 0.701 -2.452 0.51
N 2.255 -0.363 -1.632 -0.31
C 3.404 -0.993 -1.874 0.05
C 3.664 -1.865 -0.843 -0.33
C 2.605 -1.739 0.054 0.24
N 1.752 -0.815 -0.452 -0.24
C 2.461 -2.491 1.341 -0.27
C 3.640 -2.169 2.265 -0.59
C 2.361 -3.992 1.061 -0.59
N 0.080 0.165 -2.717 -0.31
C -0.589 -0.019 -3.857 0.04
C -1.860 -0.450 -3.551 -0.32
C -1.924 -0.521 -2.159 0.22
N -0.724 -0.151 -1.672 -0.27
C -3.174 -0.888 -1.406 -0.26
C -3.121 -0.724 0.105 -0.62
C -3.607 -2.314 -1.769 -0.59
H -1.556 2.365 2.952 0.26
H -1.646 1.574 1.392 0.19
H -0.230 1.328 2.471 0.21
H -1.002 3.991 1.204 0.23
H 1.491 3.203 2.787 0.21
H 1.161 4.801 2.116 0.22
H 0.144 4.164 3.406 0.23
H 1.195 4.965 -0.404 0.25
H 2.160 3.561 -2.554 0.24
H 2.072 0.968 -3.460 0.00
H 3.961 -0.773 -2.770 0.24
H 4.514 -2.516 -0.740 0.25
H 1.547 -2.173 1.827 0.24
H 4.585 -2.478 1.817 0.21
H 3.702 -1.102 2.481 0.21
H 3.528 -2.702 3.208 0.23
H 3.265 -4.361 0.573 0.21
H 2.242 -4.537 1.997 0.23
H 1.511 -4.225 0.419 0.22
H -0.115 0.182 -4.803 0.24
H -2.660 -0.671 -4.235 0.25
H -3.928 -0.196 -1.791 0.23
H -2.452 -1.456 0.555 0.22
H -2.819 0.286 0.405 0.19
H -4.113 -0.890 0.524 0.25
H -2.859 -3.036 -1.437 0.21
H -4.551 -2.553 -1.281 0.23
H -3.743 -2.438 -2.842 0.22
N -3.407 -0.139 4.912 -0.34
C -2.648 -0.789 4.338 0.41
N -1.760 -1.531 3.703 -0.56
C -1.072 -1.332 2.710 0.70
N -0.376 -1.241 1.743 -0.82
```

ORCA calculation (ωB97M-V with the def2-TZVPD basis set) on a molecular structure, C20H28BiNO3.

## Properties
Net charge: 0
E_LUMO (spin up / spin down) (eV): -1.10 / -1.10
Frontier orbital gap (spin up / spin down) (eV): 6.571 / 6.572
2S+1: 1
HOMO (spin up / spin down) (eV): -7.7 / -7.7

Geometry as XYZ:
```
53
Properties=species:S:1:pos:R:3:nbo_charge:R:1
O -0.190 0.401 -2.809 -0.57
C 0.880 0.140 -3.770 -0.06
C 0.291 1.165 -4.729 -0.45
H 0.830 -0.904 -4.084 0.19
H 1.885 0.363 -3.389 0.17
C -0.882 1.271 -3.740 0.27
H 0.025 0.747 -5.687 0.22
H 0.894 2.075 -4.826 0.20
C -2.168 0.603 -4.187 -0.63
H -1.981 -0.420 -4.536 0.22
H -2.674 1.156 -4.984 0.21
H -2.848 0.554 -3.331 0.22
C -1.083 2.620 -3.116 -0.62
H -0.125 3.134 -3.010 0.21
H -1.492 2.503 -2.113 0.22
H -1.765 3.240 -3.696 0.21
Bi 0.751 -1.460 0.302 1.51
C 0.992 1.516 0.922 -0.26
C 2.087 0.552 0.875 -0.44
C 2.613 0.562 -0.482 -0.35
H 2.626 0.163 1.744 0.26
C 1.899 1.554 -1.193 -0.23
C 0.903 2.109 -0.342 -0.27
H 0.223 2.915 -0.625 0.22
H 0.486 1.834 1.833 0.24
H 3.461 -0.021 -0.826 0.23
H 2.123 1.886 -2.211 0.21
C -2.356 -1.094 1.630 -0.29
C -2.321 0.280 1.355 -0.28
C -1.949 0.477 0.007 -0.28
H -2.599 1.091 2.041 0.22
C -1.737 -0.802 -0.577 -0.38
C -2.017 -1.793 0.427 -0.36
H -2.108 -2.861 0.230 0.23
H -2.641 -1.541 2.576 0.22
H -1.937 1.438 -0.512 0.21
H -1.630 -1.009 -1.641 0.25
O 0.478 -1.403 -6.333 -0.55
C 0.084 -0.618 -7.498 -0.08
C 0.558 -1.278 -8.798 -0.43
H 0.509 0.407 -7.486 0.17
H -1.012 -0.506 -7.491 0.19
C 1.526 -2.359 -8.325 -0.43
H 1.067 -0.565 -9.446 0.22
H -0.291 -1.686 -9.347 0.21
C 1.360 -2.442 -6.798 -0.07
H 2.553 -2.094 -8.567 0.21
H 1.282 -3.303 -8.803 0.22
H 2.337 -2.321 -6.314 0.17
H 0.954 -3.419 -6.493 0.18
O 0.419 -0.171 4.240 -0.56
C 0.699 -0.948 3.381 0.81
N 1.013 -1.739 2.510 -0.94
```

ORCA calculation (ωB97M-V with the def2-TZVPD basis set) on a molecular structure, C20H28CeNO2Se.

## Properties
Net charge: 0
E_LUMO (spin up / spin down) (eV): 0.12 / 0.13
Frontier orbital gap (spin up / spin down) (eV): 7.866 / 7.889
2S+1: 2
HOMO (spin up / spin down) (eV): -7.7 / -7.8
<S²>: 0.751

Geometry as XYZ:
```
53
Properties=species:S:1:pos:R:3:lowdin_spin:R:1
O 0.208 -0.441 -5.913 0.00
C 0.397 0.823 -6.719 0.00
C 0.399 0.176 -8.080 0.00
H 1.340 1.334 -6.492 0.00
H -0.436 1.530 -6.572 0.00
C 0.356 -1.113 -7.230 0.00
H 1.305 0.351 -8.654 0.00
H -0.486 0.347 -8.701 0.00
C 1.669 -1.872 -7.345 0.00
H 2.525 -1.188 -7.218 0.00
H 1.751 -2.323 -8.347 0.00
H 1.688 -2.676 -6.605 0.00
C -0.842 -1.979 -7.541 0.00
H -1.771 -1.396 -7.459 0.00
H -0.866 -2.817 -6.844 0.00
H -0.765 -2.365 -8.565 0.00
Ce -0.242 -0.754 -1.229 1.01
C -2.367 -1.131 0.362 0.00
C -2.118 0.274 0.428 0.00
C -2.312 0.834 -0.879 0.00
H -1.892 0.835 1.333 0.00
C -2.700 -0.241 -1.762 0.00
C -2.735 -1.451 -0.992 0.00
H -3.021 -2.442 -1.351 0.00
H -2.352 -1.828 1.209 0.00
H -2.253 1.896 -1.137 0.00
H -2.946 -0.145 -2.823 0.00
C 1.099 -2.501 0.326 0.00
C 0.194 -3.219 -0.526 0.00
C 0.649 -3.064 -1.881 0.00
H -0.683 -3.784 -0.193 0.00
C 1.832 -2.224 -1.854 0.00
C 2.110 -1.893 -0.487 0.00
H 2.970 -1.318 -0.124 0.00
H 1.062 -2.477 1.420 0.00
H 0.165 -3.471 -2.777 0.00
H 2.429 -1.946 -2.723 0.00
O 1.514 2.584 -4.514 0.00
C 0.470 1.711 -3.940 0.00
C -0.730 2.678 -3.931 0.00
H 0.772 1.536 -2.872 0.00
H 0.311 0.731 -4.444 0.00
C -0.138 4.036 -3.504 0.00
H -1.632 2.300 -3.419 0.00
H -1.031 2.839 -4.969 0.00
C 1.403 3.745 -3.576 0.00
H -0.529 4.242 -2.463 0.00
H -0.478 4.821 -4.206 0.00
H 1.714 3.327 -2.561 0.00
H 2.052 4.585 -3.786 0.00
Se 1.212 2.283 2.655 0.00
C 0.937 1.401 1.159 0.00
N 0.794 0.842 0.102 0.00
```

ORCA calculation (ωB97M-V with the def2-TZVPD basis set) on a molecular structure, C20H28CrN2Si.

## Properties
Net charge: 0
E_LUMO (spin up / spin down) (eV): 0.08 / 0.03
Frontier orbital gap (spin up / spin down) (eV): 5.511 / 5.633
2S+1: 5
HOMO (spin up / spin down) (eV): -5.4 / -5.6
<S²>: 6.034

Geometry as XYZ:
```
52
Properties=species:S:1:pos:R:3:lowdin_spin:R:1
C 0.986 1.970 1.759 0.05
C -0.069 2.260 0.832 0.02
C -1.328 2.134 1.523 0.03
H 0.059 2.633 -0.192 0.00
C -1.049 1.812 2.897 0.07
C 0.394 1.706 3.058 0.01
H 0.914 1.577 4.001 0.00
H 2.069 2.052 1.544 0.01
H -2.317 2.380 1.109 0.01
H -1.778 1.786 3.713 0.01
Cr -0.275 0.177 1.613 3.61
C -1.198 -2.084 -2.176 0.00
H -2.245 -1.939 -1.886 0.00
H -0.988 -3.154 -2.247 0.00
H -0.967 -1.706 -3.204 0.00
Si -0.310 -0.901 -1.205 0.00
C 1.498 -0.708 -1.498 0.01
C 2.193 0.511 -1.449 0.00
H 1.703 1.428 -1.105 0.00
C 3.531 0.561 -1.854 0.00
H 4.076 1.509 -1.855 0.00
C 4.193 -0.604 -2.243 0.00
H 5.240 -0.575 -2.537 0.00
C 3.529 -1.843 -2.204 0.00
H 4.059 -2.748 -2.470 0.00
C 2.190 -1.891 -1.793 0.00
H 1.686 -2.858 -1.687 0.00
C -1.288 0.637 -1.797 0.00
C -0.826 1.413 -2.860 0.00
H 0.172 1.220 -3.285 0.00
C -1.629 2.413 -3.423 0.00
H -1.264 3.028 -4.232 0.00
C -2.920 2.633 -2.924 0.00
H -3.551 3.421 -3.342 0.00
C -3.394 1.869 -1.868 0.00
H -4.406 2.046 -1.467 0.00
C -2.589 0.880 -1.286 0.00
H -2.967 0.265 -0.449 0.00
H -0.576 -0.900 0.360 0.01
H -0.228 -2.326 -0.647 -0.02
N 1.231 -1.069 2.294 0.05
C 0.678 -2.248 3.059 0.01
C -0.588 -1.821 3.771 0.01
N -1.466 -1.072 2.808 0.07
H 1.805 -1.390 1.491 0.01
H 1.909 -0.595 2.888 0.01
H 0.451 -3.083 2.381 0.00
H 1.389 -2.614 3.815 0.00
H -1.127 -2.703 4.136 0.00
H -0.404 -1.164 4.629 0.00
H -2.231 -0.584 3.288 0.01
H -1.975 -1.741 2.215 0.01
```

Result set for relative energy (zero: lowest compared OMol25 entry of this formula, charge and spin): 0.000 0.000 0.733 1.027 eV, one per record in the order listed.
Result set for calculated total energy: -38115.3286 -34661.6887 -105052.4447 -60468.9254 eV, one per record in the order listed.